1.
Molecular formula: C10H22ClN2O4
Method: DFT, the ωB97M-V functional and the def2-TZVPD basis

## Properties
spin multiplicity = 2
highest occupied orbital energy (spin up / spin down) = -9.18 / -9.16 eV
Kohn-Sham gap (spin up / spin down) = 9.69 / 4.61 eV
LUMO level (spin up / spin down) = 0.5 / -4.6 eV
<S²> = 0.75

Structure (XYZ):
```
39
C10H22ClN2O4 | OMol25 | the ωB97M-V functional and the def2-TZVPD basis
Cl -0.5764 1.3492 -0.3372
C -1.8406 1.1862 3.4134
O -1.2214 1.4985 4.4636
N -3.1123 0.7633 3.3983
C -3.8795 0.5227 2.1792
C -3.9569 0.6837 4.6371
H -1.4247 1.2204 2.3946
H -3.3301 0.3407 1.2555
H -4.6220 1.2678 1.8936
H -4.3483 -0.4370 2.3969
H -4.3696 -0.3239 4.6873
H -3.3398 0.8993 5.5093
H -4.8146 1.3543 4.6880
C -0.4645 -2.0021 1.3469
O -0.8709 -2.0596 2.4903
N -0.4192 -3.1375 0.6345
C -1.0056 -4.4164 1.0580
C 0.1731 -3.0815 -0.6725
H -0.0475 -1.0964 0.8799
H -1.0421 -4.4164 2.1473
H -0.4712 -5.2998 0.7085
H -1.9992 -4.5566 0.6323
H -0.6392 -3.1936 -1.3906
H 0.5772 -2.1100 -0.9574
H 0.7745 -3.9772 -0.8276
O 2.5131 4.0995 -3.8321
C 3.4082 3.2456 -3.9981
O 3.3901 1.9701 -3.5460
C 2.2845 1.4221 -2.8664
C 2.8877 0.4302 -1.8436
C 4.6797 3.5421 -4.7642
H 1.6535 0.9955 -3.6462
H 1.6757 2.2237 -2.4482
H 2.0670 0.2010 -1.1638
H 3.7861 0.7576 -1.3205
H 2.9821 -0.4948 -2.4124
H 5.4948 3.7674 -4.0764
H 4.4967 4.2912 -5.5346
H 4.9518 2.5705 -5.1765
```

***

2.
Molecular formula: C5H9NO5S
Method: DFT, the ωB97M-V functional and the def2-TZVPD basis

## Properties
spin multiplicity = 1
energy above the lowest of the compared OMol25 structures with the same formula, charge and spin = 6.8 kcal per mole
highest occupied orbital energy = -9.43 eV
Kohn-Sham gap = 9.96 eV
LUMO level = 0.5 eV

Structure (XYZ):
```
21
C5H9NO5S | OMol25 | the ωB97M-V functional and the def2-TZVPD basis
C -1.4887 1.8506 -0.0328
C -1.0762 1.1449 -1.3113
C -0.4661 0.1497 -0.3454
C 1.8421 1.0209 0.3664
C 1.6195 -1.3750 0.0721
N 1.2134 -0.0581 -0.3488
O -1.0553 -2.4533 -0.9408
O -2.0879 2.8168 0.2848
O -1.0063 -1.7508 1.3966
O -2.7929 -0.9355 -0.0918
O -0.8872 0.9191 0.7791
S -1.4344 -1.3771 -0.0940
H -1.9160 0.7506 -1.8786
H -0.3827 1.6818 -1.9504
H 1.6311 1.0274 1.4445
H 2.9193 0.9046 0.2219
H 1.5368 1.9738 -0.0695
H 0.9923 -2.1192 -0.4052
H 2.6415 -1.5070 -0.2842
H 1.5984 -1.5191 1.1584
H -1.4006 -1.1452 2.0291
```